Run A
Here is a cluster of 16 separate species, C90H205N7O16 in total from the Open Molecules 2025 dataset. Energies are from ωB97M-V/def2-TZVPD.

Output
Kohn-Sham gap (eV): 8.61

The geometry in XYZ format:
```
318
C90H205N7O16 | the Open Molecules 2025 dataset | ωB97M-V/def2-TZVPD
C 7.71 -1.39 3.29
C 6.40 -0.79 2.83
C 6.54 -0.24 1.41
O 5.36 -1.76 2.89
H 8.18 -1.98 2.52
H 7.63 -1.89 4.29
H 8.34 -0.49 3.52
H 6.04 0.01 3.51
H 7.04 -1.05 0.84
H 6.98 0.71 1.50
H 5.46 -0.09 1.05
H 5.71 -2.55 3.35
C 3.02 1.42 -8.52
C 2.66 0.86 -7.16
C 3.79 1.16 -6.14
O 1.39 1.34 -6.86
H 3.98 1.04 -8.84
H 2.96 2.50 -8.54
H 2.33 1.05 -9.29
H 2.61 -0.30 -7.22
H 3.66 0.56 -5.21
H 3.95 2.23 -5.90
H 4.79 0.89 -6.51
H 0.99 0.68 -6.33
C 0.25 -3.75 -5.05
C 0.56 -2.39 -5.78
C -0.48 -2.08 -6.90
O 0.62 -1.23 -4.97
H 0.65 -3.80 -4.01
H 0.62 -4.61 -5.63
H -0.81 -3.88 -5.06
H 1.59 -2.46 -6.08
H -1.39 -2.09 -6.31
H -0.53 -2.91 -7.65
H -0.40 -1.13 -7.38
H -0.20 -0.83 -4.68
C -3.04 1.86 5.22
C -2.91 3.36 5.33
C -4.34 3.92 5.56
O -2.08 3.83 6.45
H -3.34 1.49 6.22
H -2.09 1.46 4.81
H -3.74 1.66 4.45
H -2.49 3.90 4.48
H -5.04 3.53 4.89
H -4.32 5.05 5.54
H -4.73 3.65 6.57
H -2.13 3.16 7.15
C -7.28 -0.85 -2.83
C -7.71 -1.05 -4.29
C -8.21 0.21 -4.95
O -6.58 -1.56 -4.99
H -8.16 -0.40 -2.38
H -6.38 -0.27 -2.67
H -7.13 -1.78 -2.24
H -8.53 -1.80 -4.32
H -8.85 0.77 -4.24
H -8.81 -0.01 -5.82
H -7.42 0.82 -5.33
H -6.77 -1.97 -5.86
C 1.98 -4.11 4.16
C 1.72 -3.34 5.46
C 2.99 -3.43 6.36
O 1.42 -2.02 5.17
H 1.14 -4.04 3.49
H 2.15 -5.12 4.50
H 2.84 -3.75 3.64
H 0.89 -3.69 6.02
H 3.77 -3.07 5.76
H 3.25 -4.43 6.69
H 2.96 -2.66 7.17
H 2.17 -1.46 5.37
C -1.98 2.12 -5.80
C -1.90 1.81 -4.36
C -3.16 2.24 -3.65
O -1.72 0.38 -4.23
H -1.20 1.69 -6.42
H -2.05 3.21 -5.94
H -2.89 1.66 -6.14
H -0.98 2.18 -3.87
H -3.99 2.01 -4.36
H -3.18 3.30 -3.39
H -3.29 1.74 -2.67
H -2.55 -0.06 -4.20
C 4.10 1.51 -1.40
C 4.27 3.01 -1.17
C 5.40 3.19 -0.10
O 4.67 3.66 -2.41
H 3.50 1.32 -2.28
H 3.67 0.93 -0.58
H 5.07 1.13 -1.87
H 3.31 3.43 -0.79
H 5.18 2.83 0.94
H 5.73 4.27 -0.14
H 6.21 2.66 -0.56
H 4.56 4.57 -2.26
C -4.53 -3.39 -2.28
C -3.46 -2.32 -2.75
C -2.06 -2.87 -2.63
O -3.69 -2.03 -4.19
H -4.51 -4.21 -2.98
H -5.50 -2.89 -2.25
H -4.17 -3.75 -1.32
H -3.64 -1.41 -2.18
H -1.99 -3.82 -3.17
H -1.99 -2.97 -1.52
H -1.30 -2.14 -3.01
H -4.67 -1.85 -4.29
C -6.43 6.09 -2.68
C -7.44 5.07 -2.07
C -6.86 3.66 -2.27
C -5.68 3.36 -1.43
C -6.06 3.46 0.03
C -6.54 4.90 0.29
N -7.70 5.19 -0.60
O -8.18 6.45 -0.34
C -7.13 4.89 1.74
C -5.41 5.97 0.31
C -8.84 5.21 -2.71
H -5.51 6.30 -2.13
H -6.87 7.08 -2.67
H -6.14 5.78 -3.70
H -7.66 2.90 -2.10
H -6.50 3.61 -3.33
H -4.90 4.05 -1.61
H -5.21 2.39 -1.73
H -5.28 3.26 0.73
H -6.84 2.71 0.26
H -6.36 4.69 2.43
H -7.46 5.91 1.98
H -8.02 4.22 1.77
H -5.88 6.85 -0.03
H -5.00 6.04 1.34
H -4.55 5.69 -0.27
H -8.89 4.83 -3.70
H -9.27 6.19 -2.69
H -9.44 4.50 -2.17
H -8.99 6.35 0.14
C -2.96 -1.51 8.24
C -1.99 -2.67 7.69
C -2.57 -4.02 7.97
C -3.83 -4.52 7.20
C -3.54 -4.44 5.71
C -2.99 -3.01 5.36
N -1.76 -2.72 6.22
O -1.32 -1.40 5.85
C -2.46 -3.07 3.94
C -4.09 -1.94 5.27
C -0.61 -2.65 8.41
H -2.68 -1.32 9.30
H -3.99 -1.71 8.34
H -2.84 -0.58 7.62
H -1.85 -4.75 7.69
H -2.62 -4.18 9.02
H -4.61 -3.85 7.40
H -4.10 -5.55 7.44
H -4.51 -4.59 5.16
H -2.90 -5.22 5.29
H -1.68 -3.80 3.81
H -3.25 -3.44 3.36
H -2.17 -2.14 3.47
H -4.89 -2.31 4.73
H -4.53 -1.81 6.25
H -3.68 -0.99 4.96
H -0.88 -2.43 9.45
H -0.06 -1.90 7.90
H -0.06 -3.66 8.38
H -0.44 -1.50 5.48
C 1.04 2.17 4.99
C 2.56 2.24 4.76
C 3.02 3.64 5.29
C 3.00 3.72 6.82
C 3.87 2.61 7.42
C 3.57 1.22 6.88
N 3.58 1.33 5.43
O 3.37 0.02 4.89
C 4.66 0.33 7.19
C 2.35 0.54 7.48
C 2.82 2.19 3.26
H 0.65 1.16 5.00
H 0.55 2.93 4.26
H 0.69 2.53 5.98
H 4.06 3.84 4.99
H 2.36 4.35 4.80
H 1.97 3.80 7.17
H 3.46 4.68 7.09
H 3.73 2.59 8.48
H 4.97 2.79 7.25
H 4.82 0.10 8.26
H 4.41 -0.71 6.88
H 5.60 0.57 6.67
H 1.42 1.11 7.47
H 2.15 -0.37 6.93
H 2.56 0.31 8.54
H 3.96 2.26 3.24
H 2.38 3.13 2.81
H 2.53 1.31 2.69
H 4.16 -0.24 4.41
C 2.45 -5.20 0.34
C 1.60 -6.19 -0.42
C 0.22 -5.60 -0.68
C -0.70 -6.44 -1.54
C 0.06 -6.66 -2.84
C 1.46 -7.30 -2.65
N 2.19 -6.46 -1.68
O 3.48 -6.94 -1.42
C 1.48 -8.78 -2.30
C 2.20 -7.12 -3.92
C 1.59 -7.51 0.53
H 2.57 -4.32 -0.25
H 3.42 -5.55 0.59
H 2.02 -4.99 1.27
H -0.17 -5.34 0.31
H 0.39 -4.64 -1.16
H -1.56 -5.87 -1.77
H -0.92 -7.41 -1.04
H 0.19 -5.66 -3.24
H -0.39 -7.34 -3.57
H 2.54 -8.92 -2.01
H 0.81 -8.99 -1.47
H 1.14 -9.39 -3.11
H 1.64 -7.54 -4.76
H 2.46 -6.10 -4.24
H 3.16 -7.67 -3.94
H 1.39 -7.30 1.63
H 2.59 -7.95 0.55
H 0.93 -8.27 0.19
H 3.98 -6.23 -1.80
C 5.71 -5.34 -4.25
C 6.49 -4.22 -3.55
C 6.93 -3.08 -4.44
C 5.82 -2.09 -4.77
C 5.22 -1.49 -3.48
C 4.72 -2.62 -2.55
N 5.86 -3.55 -2.37
O 5.44 -4.66 -1.53
C 4.51 -1.90 -1.20
C 3.31 -3.22 -2.99
C 7.64 -4.97 -2.97
H 4.79 -4.93 -4.69
H 6.41 -5.73 -4.97
H 5.30 -6.15 -3.60
H 7.62 -2.57 -3.73
H 7.45 -3.35 -5.37
H 6.37 -1.31 -5.26
H 5.08 -2.46 -5.43
H 4.49 -0.67 -3.69
H 6.11 -1.01 -3.01
H 5.50 -1.53 -0.83
H 4.12 -2.65 -0.48
H 3.85 -1.14 -1.30
H 2.62 -2.40 -2.81
H 3.13 -4.21 -2.57
H 3.32 -3.35 -4.07
H 7.38 -5.80 -2.32
H 8.15 -5.31 -3.93
H 8.37 -4.39 -2.47
H 5.86 -4.53 -0.64
C 2.05 6.93 -3.35
C 1.01 5.90 -3.55
C 1.12 4.82 -2.49
C 0.66 5.23 -1.09
C -0.87 5.53 -1.22
C -1.07 6.75 -2.17
N -0.38 6.42 -3.46
O -0.50 7.42 -4.45
C -2.56 6.86 -2.49
C -0.58 8.08 -1.58
C 1.26 5.19 -4.86
H 3.08 6.55 -3.32
H 1.95 7.46 -2.42
H 2.01 7.67 -4.12
H 0.43 4.00 -2.82
H 2.12 4.46 -2.40
H 1.18 6.18 -0.76
H 0.89 4.43 -0.46
H -1.28 5.86 -0.27
H -1.45 4.60 -1.56
H -2.73 7.82 -3.08
H -2.96 6.14 -3.23
H -3.19 6.91 -1.60
H -1.30 8.46 -0.76
H 0.33 7.89 -0.99
H -0.38 8.76 -2.37
H 2.11 4.54 -4.87
H 1.19 5.91 -5.62
H 0.44 4.47 -4.91
H -1.09 7.08 -5.12
C -0.45 3.15 1.68
C -0.73 1.91 0.81
C 0.08 2.03 -0.48
C -0.10 0.82 -1.43
C 0.45 -0.40 -0.64
C -0.23 -0.58 0.68
N -0.26 0.71 1.45
O -0.96 0.55 2.71
C -1.56 -1.37 0.64
C 0.81 -1.38 1.59
C -2.24 1.99 0.55
H 0.61 3.40 1.68
H -0.80 3.04 2.72
H -1.00 4.00 1.38
H -0.29 2.92 -0.95
H 1.20 2.13 -0.32
H 0.37 0.97 -2.41
H -1.15 0.60 -1.54
H 1.60 -0.30 -0.49
H 0.38 -1.34 -1.19
H -2.18 -0.98 1.46
H -2.17 -1.19 -0.24
H -1.51 -2.47 0.74
H 0.31 -1.73 2.54
H 1.09 -2.28 1.11
H 1.65 -0.75 1.79
H -2.59 1.21 -0.05
H -2.47 2.98 0.22
H -2.73 1.86 1.48
H -0.21 0.62 3.31
```

Run B
Here is a cluster of 16 separate species, C90H205N7O16 in total from the Open Molecules 2025 dataset. Energies are from ωB97M-V/def2-TZVPD.

Output
Kohn-Sham gap (eV): 8.87

The geometry in XYZ format:
```
318
C90H205N7O16 | the Open Molecules 2025 dataset | ωB97M-V/def2-TZVPD
C 13.89 24.42 23.34
C 14.48 23.17 24.01
C 15.20 23.61 25.33
C 15.56 22.35 26.18
C 14.33 21.56 26.49
C 13.55 21.05 25.29
N 13.36 22.26 24.34
O 12.87 21.72 23.13
C 14.45 19.99 24.60
C 12.17 20.60 25.66
C 15.43 22.43 23.03
H 13.37 24.15 22.43
H 14.67 25.10 23.13
H 13.28 24.89 24.09
H 16.05 24.22 25.12
H 14.45 24.10 25.94
H 15.97 22.67 27.18
H 16.33 21.73 25.72
H 13.62 22.27 26.98
H 14.61 20.79 27.17
H 14.37 19.05 25.16
H 14.18 19.77 23.58
H 15.50 20.28 24.69
H 12.21 19.96 26.52
H 11.59 21.49 25.95
H 11.66 20.09 24.83
H 16.52 22.44 23.22
H 15.26 22.85 22.02
H 15.20 21.39 22.82
H 12.15 22.37 23.04
C 20.19 15.43 11.52
C 19.98 15.80 13.01
C 18.66 16.52 13.29
C 17.40 15.56 13.21
C 17.59 14.36 14.13
C 18.88 13.65 13.79
N 20.03 14.59 13.88
O 21.26 13.94 13.59
C 19.11 12.52 14.85
C 18.93 12.90 12.43
C 21.22 16.72 13.45
H 20.81 14.53 11.31
H 20.56 16.35 11.07
H 19.26 15.23 11.06
H 18.80 16.90 14.31
H 18.55 17.45 12.71
H 17.21 15.23 12.17
H 16.56 16.22 13.48
H 16.72 13.71 14.04
H 17.67 14.68 15.18
H 18.91 12.89 15.87
H 18.44 11.71 14.61
H 20.13 12.13 14.77
H 19.90 12.53 12.06
H 18.25 12.03 12.49
H 18.43 13.52 11.65
H 21.04 17.78 13.11
H 22.18 16.38 13.02
H 21.20 16.77 14.56
H 21.67 13.95 14.46
C 13.74 12.63 21.00
C 14.52 11.89 22.06
C 14.15 10.37 22.18
C 14.73 9.57 21.02
C 16.26 9.84 20.81
C 16.65 11.38 20.70
N 16.02 12.03 21.84
O 16.26 13.46 21.72
C 18.12 11.51 20.90
C 16.23 11.94 19.34
C 14.14 12.60 23.39
H 13.90 12.09 20.06
H 14.03 13.68 20.89
H 12.71 12.75 21.35
H 14.62 10.02 23.08
H 13.04 10.27 22.13
H 14.17 9.78 20.08
H 14.56 8.52 21.22
H 16.51 9.27 19.93
H 16.77 9.48 21.71
H 18.43 10.99 21.81
H 18.70 11.21 20.07
H 18.31 12.55 20.92
H 17.00 11.82 18.57
H 15.28 11.49 18.95
H 16.08 13.03 19.41
H 13.05 12.48 23.63
H 14.29 13.70 23.50
H 14.63 12.06 24.21
H 16.71 13.74 22.53
C 23.14 21.70 23.35
C 21.63 21.66 23.53
C 21.03 21.71 22.11
C 19.51 21.45 22.08
C 19.18 20.16 22.80
C 19.82 20.03 24.17
N 21.23 20.35 24.05
O 21.85 20.29 25.32
C 19.13 20.92 25.19
C 19.76 18.60 24.64
C 21.27 22.84 24.41
H 23.65 21.73 24.35
H 23.38 22.63 22.81
H 23.50 20.78 22.86
H 21.28 22.74 21.74
H 21.57 20.96 21.48
H 19.18 21.34 21.06
H 19.02 22.28 22.61
H 19.51 19.32 22.19
H 18.16 19.87 23.00
H 18.30 20.44 25.68
H 19.77 21.30 25.99
H 18.70 21.82 24.76
H 20.43 18.00 23.98
H 20.08 18.54 25.70
H 18.72 18.19 24.54
H 21.45 22.61 25.47
H 20.24 23.11 24.35
H 21.88 23.72 24.13
H 22.43 19.55 25.15
C 19.74 19.16 29.10
C 19.09 17.87 29.59
C 18.90 17.84 31.16
C 17.80 18.87 31.66
C 16.53 18.68 30.86
C 16.67 18.60 29.30
N 17.72 17.64 29.02
O 17.81 17.55 27.59
C 15.40 17.97 28.79
C 16.92 19.95 28.67
C 19.96 16.70 29.01
H 19.51 20.06 29.67
H 19.44 19.36 28.03
H 20.80 19.00 29.14
H 18.69 16.80 31.41
H 19.87 18.11 31.59
H 18.26 19.85 31.50
H 17.57 18.73 32.70
H 15.73 19.40 31.11
H 16.07 17.67 31.04
H 15.30 18.26 27.77
H 15.53 16.90 28.92
H 14.53 18.37 29.32
H 16.08 20.60 28.95
H 17.77 20.57 28.92
H 16.96 19.82 27.59
H 19.95 16.88 27.98
H 19.53 15.75 29.22
H 20.94 16.64 29.51
H 17.70 16.60 27.41
C 14.42 19.09 18.21
C 14.08 20.59 18.59
C 14.91 21.10 19.75
C 16.35 21.35 19.39
C 16.41 22.21 18.10
C 15.64 21.75 16.91
N 14.27 21.46 17.37
O 13.59 20.82 16.29
C 15.50 22.87 15.85
C 16.36 20.56 16.22
C 12.58 20.65 18.95
H 13.85 18.47 18.88
H 15.49 18.87 18.36
H 14.03 18.86 17.24
H 14.38 21.97 20.17
H 14.90 20.30 20.52
H 16.81 20.34 19.39
H 16.86 21.88 20.22
H 17.47 22.36 17.87
H 16.05 23.22 18.37
H 16.49 23.30 15.69
H 15.18 22.52 14.87
H 14.81 23.62 16.27
H 17.21 20.86 15.63
H 16.65 19.75 16.86
H 15.78 20.17 15.37
H 12.34 21.67 19.23
H 12.18 20.06 19.82
H 11.94 20.49 18.07
H 12.81 21.37 16.15
C 19.33 15.18 23.87
C 20.07 13.97 24.53
C 20.86 14.44 25.74
C 21.09 13.38 26.84
C 19.80 12.66 27.21
C 19.25 12.00 25.95
N 19.00 13.11 24.99
O 18.22 12.66 23.91
C 20.05 10.85 25.37
C 17.88 11.40 26.26
C 20.86 13.24 23.46
H 18.71 14.82 23.05
H 19.98 15.97 23.46
H 18.70 15.67 24.61
H 21.74 14.92 25.35
H 20.22 15.18 26.22
H 21.45 13.92 27.72
H 21.85 12.60 26.68
H 19.09 13.40 27.55
H 19.91 11.96 28.08
H 21.14 10.98 25.25
H 19.91 9.99 26.00
H 19.73 10.68 24.35
H 17.21 12.23 26.38
H 17.42 10.75 25.50
H 17.88 10.74 27.10
H 20.36 12.89 22.55
H 21.33 12.32 23.91
H 21.62 13.92 23.09
H 18.81 12.28 23.21
C 23.20 16.76 23.45
C 22.78 17.37 22.17
C 23.98 17.45 21.28
O 21.75 16.58 21.58
H 22.44 16.93 24.19
H 24.12 17.19 23.85
H 23.30 15.67 23.31
H 22.41 18.40 22.36
H 24.44 16.48 21.10
H 24.73 18.11 21.69
H 23.72 17.87 20.28
H 21.31 17.12 20.91
C 14.90 15.38 16.34
C 13.54 14.95 16.74
C 13.28 14.97 18.20
O 12.54 15.64 16.04
H 14.94 15.45 15.26
H 15.67 14.71 16.69
H 15.22 16.34 16.78
H 13.45 13.92 16.41
H 13.12 16.02 18.53
H 14.05 14.49 18.80
H 12.33 14.44 18.37
H 12.37 16.49 16.49
C 21.13 13.64 19.81
C 20.21 14.84 19.53
C 19.09 14.56 18.48
O 19.60 15.17 20.82
H 21.85 13.99 20.57
H 21.66 13.30 18.92
H 20.57 12.82 20.32
H 20.78 15.71 19.21
H 18.37 15.35 18.37
H 18.75 13.56 18.60
H 19.50 14.49 17.45
H 20.32 15.12 21.49
C 15.77 15.72 25.15
C 15.81 14.97 26.49
C 14.99 13.73 26.68
O 17.19 14.66 26.80
H 14.70 15.89 24.84
H 16.27 15.15 24.38
H 16.19 16.72 25.15
H 15.51 15.62 27.31
H 14.79 13.62 27.73
H 15.37 12.88 26.18
H 13.99 13.90 26.22
H 17.67 14.24 26.04
C 11.31 18.53 22.52
C 12.55 17.73 22.45
C 12.35 16.26 22.25
O 13.42 17.99 21.36
H 10.75 18.18 23.39
H 10.63 18.34 21.73
H 11.54 19.60 22.67
H 13.05 17.95 23.38
H 11.74 15.86 23.05
H 13.33 15.82 22.20
H 11.83 16.09 21.27
H 13.57 18.97 21.40
C 16.01 16.28 19.95
C 16.69 17.34 20.86
C 16.63 16.95 22.30
O 18.04 17.53 20.57
H 14.97 16.21 20.24
H 16.41 15.25 19.93
H 16.09 16.60 18.93
H 16.16 18.28 20.66
H 16.94 17.76 22.99
H 17.17 15.98 22.48
H 15.58 16.69 22.48
H 18.54 16.70 20.82
C 9.63 17.03 17.66
C 10.31 18.05 16.74
C 9.70 19.46 16.83
O 11.68 18.11 17.02
H 9.86 17.31 18.74
H 9.96 16.06 17.43
H 8.53 16.99 17.63
H 10.33 17.68 15.74
H 10.06 20.19 16.12
H 9.99 19.77 17.82
H 8.58 19.60 16.73
H 11.85 18.31 17.94
C 19.87 17.67 17.20
C 20.45 18.73 18.03
C 19.68 20.01 17.96
O 20.51 18.35 19.42
H 20.05 17.91 16.14
H 18.78 17.53 17.20
H 20.40 16.77 17.39
H 21.49 18.84 17.67
H 19.65 20.32 16.92
H 20.21 20.69 18.59
H 18.66 19.81 18.24
H 19.64 18.28 19.86
C 12.41 18.98 12.24
C 12.84 18.49 13.59
C 14.30 18.63 13.90
O 12.09 19.28 14.51
H 12.79 18.40 11.41
H 12.79 20.02 12.17
H 11.33 19.11 12.22
H 12.51 17.45 13.66
H 14.92 17.95 13.28
H 14.49 18.36 14.95
H 14.62 19.62 13.63
H 12.26 18.87 15.38
```

Decreasing stability: run B, run A